{
  "formula": "C28H60NO14",
  "method": "wB97M-V/def2-TZVPD",
  "elements": ["N", "H", "H", "H", "H", "O", "C", "O", "C", "C", "C", "H", "H", "H", "H", "H", "H", "H", "H", "O", "C", "O", "C", "C", "C", "H", "H", "H", "H", "H", "H", "H", "H", "O", "C", "O", "C", "C", "C", "H", "H", "H", "H", "H", "H", "H", "H", "O", "C", "O", "C", "C", "C", "H", "H", "H", "H", "H", "H", "H", "H", "O", "C", "O", "C", "C", "C", "H", "H", "H", "H", "H", "H", "H", "H", "O", "C", "O", "C", "C", "C", "H", "H", "H", "H", "H", "H", "H", "H", "O", "C", "O", "C", "C", "C", "H", "H", "H", "H", "H", "H", "H", "H"],
  "xyz": [[-0.344, 0.100, 0.228], [-0.152, -0.730, 0.579], [-1.230, -0.074, -0.288], [0.520, 0.199, -0.384], [-0.656, 0.816, 0.974], [1.798, 1.168, -2.568], [1.323, 1.692, -3.602], [2.041, 2.405, -4.521], [3.433, 2.514, -4.420], [3.828, 3.454, -5.444], [-0.179, 1.697, -3.902], [3.935, 1.393, -4.484], [3.767, 2.823, -3.283], [3.604, 4.439, -5.215], [3.532, 3.043, -6.535], [4.785, 3.435, -5.459], [-0.450, 1.288, -4.863], [-0.612, 2.735, -3.814], [-1.125, 1.189, -3.362], [0.067, 2.978, -0.264], [0.745, 3.862, 0.253], [1.609, 4.640, -0.314], [1.771, 4.366, -1.742], [2.508, 5.546, -2.248], [0.530, 4.162, 1.789], [0.766, 4.401, -2.226], [2.320, 3.410, -1.845], [3.449, 5.678, -1.741], [1.960, 6.291, -2.192], [2.540, 5.390, -3.320], [-0.514, 3.751, 2.088], [0.489, 5.333, 1.835], [1.291, 3.707, 2.484], [-3.132, -1.040, 1.481], [-4.131, -1.702, 1.315], [-4.184, -3.063, 1.548], [-3.085, -3.852, 1.930], [-3.653, -5.226, 1.909], [-5.479, -1.144, 0.823], [-2.584, -3.618, 2.981], [-2.198, -3.890, 1.061], [-3.654, -5.601, 1.008], [-4.563, -5.437, 2.062], [-2.897, -5.909, 2.458], [-6.239, -1.807, 0.358], [-5.013, -0.788, -0.100], [-5.812, -0.106, 1.475], [-0.869, -2.313, -1.362], [-1.211, -2.984, -2.286], [-0.758, -4.293, -2.587], [0.195, -4.864, -1.723], [0.733, -6.265, -2.373], [-2.317, -2.569, -3.244], [-0.143, -4.941, -0.834], [0.863, -4.081, -1.283], [-0.116, -6.892, -2.754], [1.200, -6.701, -1.755], [1.454, -5.850, -3.098], [-2.572, -1.622, -3.074], [-3.285, -3.194, -3.242], [-1.813, -2.317, -4.209], [3.567, -3.754, -0.141], [2.951, -2.749, -0.105], [1.900, -2.462, 0.647], [1.608, -3.380, 1.802], [0.342, -2.779, 2.564], [3.278, -1.477, -0.945], [2.313, -3.457, 2.525], [1.440, -4.390, 1.339], [-0.179, -3.435, 3.263], [-0.412, -2.608, 1.769], [0.404, -1.867, 3.121], [4.097, -1.533, -1.800], [3.469, -0.594, -0.417], [2.437, -1.465, -1.820], [-2.278, 2.322, 1.781], [-3.386, 2.732, 1.494], [-4.476, 2.537, 2.292], [-4.548, 1.723, 3.552], [-6.004, 1.571, 3.916], [-3.720, 3.708, 0.297], [-3.979, 2.257, 4.226], [-4.025, 0.658, 3.330], [-6.598, 1.284, 3.009], [-6.265, 2.490, 4.217], [-6.059, 0.761, 4.780], [-4.685, 3.403, -0.282], [-2.896, 3.682, -0.360], [-3.715, 4.764, 0.667], [1.961, 1.331, 1.775], [3.156, 1.243, 1.665], [4.091, 0.470, 2.435], [3.496, -0.559, 3.288], [4.588, -0.661, 4.474], [3.888, 2.133, 0.735], [3.379, -1.495, 2.532], [2.494, -0.206, 3.725], [4.493, 0.215, 5.010], [5.610, -0.877, 4.119], [4.318, -1.412, 5.180], [3.319, 3.053, 0.903], [3.495, 1.717, -0.178], [5.060, 2.090, 0.887]],
  "lowdin_charge": [0.3272, -0.0007, 0.1324, 0.1519, 0.1536, 0.0215, -0.4570, -0.0315, -0.2840, -0.0729, 0.0024, 0.1819, 0.1620, 0.0581, 0.1633, 0.0098, 0.0622, 0.0932, 0.1211, 0.0357, -0.5648, 0.0142, -0.1835, -0.0308, 0.0195, 0.1429, 0.0963, 0.1058, -0.0020, 0.0881, 0.0805, 0.1118, 0.0786, 0.0669, -0.4965, -0.0285, -0.2422, -0.0698, 0.0321, 0.1517, 0.1642, 0.0228, 0.0138, 0.1367, 0.0904, 0.0673, 0.1527, 0.0972, -0.4564, -0.0122, -0.1855, 0.0455, 0.0285, 0.0293, 0.1156, 0.1109, -0.0626, 0.0957, 0.0070, 0.1346, 0.1110, 0.1417, -0.6069, -0.0607, -0.1156, -0.0419, 0.0248, 0.0661, 0.1365, 0.0707, 0.0412, 0.0606, 0.1249, 0.0189, 0.1241, 0.0496, -0.4734, -0.0538, -0.1867, -0.0685, 0.0304, 0.0887, 0.1498, 0.0817, 0.0242, 0.1379, 0.1180, 0.0349, 0.0993, 0.0778, -0.5053, -0.0789, -0.1667, -0.0388, 0.0318, 0.1412, 0.1282, 0.0407, 0.0877, 0.0556, 0.0844, 0.0678, 0.1512],
  "e_homo_ev": -12.1952,
  "homo_lumo_gap_ev": 10.29,
  "e_tot_ev": -60148.9436,
  "total_charge": 1,
  "e_above_lowest_kcal_mol": 30.5
}

{
  "formula": "C59H80N10O5PS",
  "method": "wB97M-V/def2-TZVPD",
  "elements": ["C", "O", "C", "C", "C", "C", "C", "C", "C", "C", "N", "C", "C", "C", "O", "C", "O", "C", "C", "O", "C", "P", "S", "N", "C", "C", "C", "O", "H", "H", "H", "H", "H", "H", "H", "H", "H", "H", "H", "H", "H", "H", "H", "H", "H", "H", "H", "H", "H", "H", "H", "H", "H", "H", "H", "H", "H", "H", "H", "H", "H", "H", "H", "H", "H", "H", "H", "H", "N", "C", "C", "C", "C", "C", "H", "H", "H", "H", "H", "N", "C", "C", "C", "C", "C", "H", "H", "H", "H", "H", "N", "C", "C", "C", "C", "C", "H", "H", "H", "H", "H", "N", "C", "C", "C", "C", "C", "H", "H", "H", "H", "H", "N", "C", "C", "C", "C", "C", "H", "H", "H", "H", "H", "N", "C", "C", "C", "C", "C", "H", "H", "H", "H", "H", "N", "C", "C", "C", "C", "C", "H", "H", "H", "H", "H", "N", "C", "C", "C", "C", "C", "H", "H", "H", "H", "H"],
  "xyz": [[-4.980, -1.945, -4.448], [-5.545, -0.671, -4.180], [-4.691, 0.383, -4.576], [-3.534, 0.650, -3.596], [-3.064, 2.119, -3.618], [-2.631, 2.727, -2.262], [-1.092, 2.739, -2.125], [-0.491, 2.365, -0.760], [0.027, 0.912, -0.724], [-1.163, -0.023, -0.518], [-1.228, -1.237, -1.411], [-2.219, -2.177, -0.741], [-2.701, -1.491, 0.551], [-3.119, -2.618, 1.505], [-4.360, -3.142, 1.079], [-5.461, -2.363, 1.437], [-5.843, -1.588, 0.324], [-7.139, -1.023, 0.483], [-7.177, 0.147, 1.472], [-8.257, 1.016, 1.125], [-1.484, -0.588, 0.919], [-0.031, -1.629, 1.512], [-0.192, -2.531, 3.222], [-1.827, 0.533, 1.791], [-0.711, 1.215, 2.475], [-2.919, 0.274, 2.729], [-2.667, -0.106, 4.165], [-4.028, 0.406, 2.316], [-5.609, -2.709, -3.991], [-4.864, -2.124, -5.525], [-3.985, -2.034, -3.982], [-4.297, 0.171, -5.583], [-5.315, 1.278, -4.669], [-2.693, 0.011, -3.916], [-3.851, 0.307, -2.600], [-2.189, 2.163, -4.276], [-3.830, 2.743, -4.090], [-3.108, 2.183, -1.434], [-3.038, 3.740, -2.212], [-0.756, 3.760, -2.333], [-0.651, 2.126, -2.921], [-1.264, 2.466, 0.013], [0.308, 3.062, -0.493], [0.533, 0.733, -1.684], [0.785, 0.767, 0.048], [-2.088, 0.496, -0.791], [-1.604, -0.962, -2.321], [-0.327, -1.685, -1.585], [-1.649, -3.093, -0.558], [-2.994, -2.463, -1.453], [-3.538, -0.839, 0.279], [-2.406, -3.444, 1.460], [-3.196, -2.297, 2.548], [-5.211, -1.701, 2.281], [-6.279, -3.033, 1.733], [-7.437, -0.634, -0.492], [-7.868, -1.798, 0.759], [-7.364, -0.190, 2.498], [-6.217, 0.675, 1.442], [-7.901, 1.852, 0.806], [0.324, -2.459, 0.428], [1.026, -0.706, 1.512], [-1.126, 2.052, 3.041], [-0.017, 1.645, 1.754], [-0.163, 0.575, 3.178], [-2.719, -1.192, 4.280], [-3.466, 0.339, 4.762], [-1.711, 0.224, 4.570], [2.277, 1.934, -3.434], [2.183, 3.193, -3.856], [3.270, 4.025, -4.065], [4.537, 3.526, -3.816], [4.659, 2.215, -3.378], [3.506, 1.465, -3.206], [1.174, 3.553, -4.033], [3.120, 5.043, -4.398], [5.413, 4.148, -3.945], [5.628, 1.786, -3.164], [3.568, 0.438, -2.861], [6.067, -1.961, 4.745], [5.198, -2.896, 5.128], [3.848, -2.868, 4.812], [3.370, -1.810, 4.055], [4.261, -0.828, 3.652], [5.593, -0.948, 4.022], [5.608, -3.710, 5.718], [3.190, -3.659, 5.149], [2.319, -1.759, 3.793], [3.937, 0.023, 3.066], [6.318, -0.197, 3.728], [0.384, 6.465, -0.518], [1.215, 5.786, -1.307], [2.574, 5.657, -1.070], [3.110, 6.277, 0.048], [2.262, 6.995, 0.876], [0.913, 7.057, 0.552], [0.765, 5.318, -2.177], [3.188, 5.078, -1.744], [4.168, 6.199, 0.268], [2.633, 7.499, 1.758], [0.221, 7.608, 1.179], [-0.657, -5.037, -1.524], [-0.990, -6.042, -0.712], [-1.411, -7.283, -1.163], [-1.492, -7.496, -2.529], [-1.148, -6.463, -3.387], [-0.739, -5.260, -2.838], [-0.912, -5.841, 0.351], [-1.666, -8.060, -0.457], [-1.817, -8.452, -2.920], [-1.195, -6.586, -4.460], [-0.457, -4.434, -3.483], [-0.903, 0.067, 7.697], [-0.022, -0.676, 7.030], [1.338, -0.689, 7.298], [1.812, 0.114, 8.323], [0.909, 0.891, 9.031], [-0.433, 0.832, 8.680], [-0.436, -1.288, 6.234], [2.006, -1.314, 6.719], [2.867, 0.133, 8.567], [1.233, 1.531, 9.839], [-1.168, 1.425, 9.213], [10.931, -3.281, 4.703], [9.619, -3.068, 4.797], [8.662, -3.895, 4.229], [9.092, -5.007, 3.522], [10.453, -5.244, 3.414], [11.327, -4.354, 4.022], [9.316, -2.188, 5.355], [7.615, -3.660, 4.345], [8.378, -5.679, 3.062], [10.835, -6.098, 2.872], [12.399, -4.507, 3.961], [7.131, 5.213, -1.816], [7.017, 6.471, -2.240], [8.096, 7.322, -2.422], [9.367, 6.842, -2.146], [9.503, 5.536, -1.703], [8.359, 4.766, -1.556], [6.007, 6.815, -2.443], [7.942, 8.334, -2.770], [10.236, 7.474, -2.274], [10.474, 5.120, -1.474], [8.428, 3.740, -1.211], [-8.205, -3.245, -5.784], [-9.078, -3.599, -6.726], [-9.876, -2.695, -7.411], [-9.764, -1.349, -7.101], [-8.861, -0.965, -6.123], [-8.108, -1.946, -5.495], [-9.140, -4.660, -6.940], [-10.568, -3.041, -8.167], [-10.371, -0.613, -7.613], [-8.741, 0.074, -5.846], [-7.384, -1.692, -4.737]],
  "lowdin_charge": [-0.1106, -0.2140, -0.2243, -0.1795, -0.1857, -0.1740, -0.1906, -0.1782, -0.1382, -0.2168, 0.1206, -0.0670, -0.2138, -0.1881, -0.0631, -0.2447, -0.1107, -0.1738, -0.2269, -0.0651, -0.4517, 0.4966, 0.2689, -0.0456, -0.0683, -0.4467, 0.0015, 0.1213, 0.0933, 0.1013, 0.0678, 0.1320, 0.1252, 0.0962, 0.1120, 0.1071, 0.1091, 0.0987, 0.1143, 0.0900, 0.0932, 0.1081, 0.1074, 0.1030, 0.0833, 0.1349, 0.1496, 0.1663, 0.0829, 0.1433, 0.1445, 0.1031, 0.0978, 0.1281, 0.1475, 0.1285, 0.1302, 0.1237, 0.1042, 0.0870, 0.0013, -0.0145, 0.1150, 0.0729, 0.0647, 0.0701, 0.1054, 0.0560, 0.0508, -0.1673, -0.0842, -0.0692, -0.0565, -0.1534, 0.0960, 0.1127, 0.0992, 0.1062, 0.0994, 0.0544, -0.1486, -0.0707, -0.1042, -0.0723, -0.1410, 0.1093, 0.1060, 0.0184, 0.0958, 0.1077, 0.0580, -0.1706, -0.0645, -0.0693, -0.0673, -0.1514, 0.0806, 0.0767, 0.1063, 0.1036, 0.1044, 0.0256, -0.1471, -0.0542, -0.0579, -0.0609, -0.1593, 0.1056, 0.1097, 0.1137, 0.1078, 0.0983, 0.0511, -0.1666, -0.0651, -0.0715, -0.0679, -0.1518, 0.0754, 0.0861, 0.1087, 0.1037, 0.1044, 0.0514, -0.1534, -0.0764, -0.0826, -0.0793, -0.1596, 0.1006, 0.0548, 0.1017, 0.0989, 0.1018, 0.0423, -0.1661, -0.0687, -0.0717, -0.0677, -0.1567, 0.0981, 0.1041, 0.1091, 0.1044, 0.1020, 0.0547, -0.1566, -0.0729, -0.0786, -0.0635, -0.1499, 0.1022, 0.1018, 0.1060, 0.1020, 0.0678],
  "e_homo_ev": -10.5892,
  "homo_lumo_gap_ev": 8.18,
  "e_tot_ev": -107734.0369,
  "total_charge": 1
}

{
  "formula": "C6H10O",
  "method": "wB97M-V/def2-TZVPD",
  "elements": ["O", "C", "C", "C", "C", "C", "C", "H", "H", "H", "H", "H", "H", "H", "H", "H", "H"],
  "xyz": [[-1.262, 0.366, -1.983], [-0.610, 0.234, -0.963], [-0.262, -1.106, -0.424], [0.380, -1.257, 0.740], [0.800, -0.099, 1.603], [-0.052, 1.140, 1.321], [-0.106, 1.433, -0.179], [-0.564, -1.960, -1.024], [0.613, -2.260, 1.096], [1.861, 0.117, 1.404], [0.743, -0.379, 2.661], [-1.071, 0.957, 1.685], [0.335, 2.006, 1.867], [-0.754, 2.282, -0.416], [0.901, 1.679, -0.552], [-0.806, -1.400, -3.404], [-0.145, -1.755, -3.433]],
  "nbo_charge": [-0.5404, 0.5521, -0.3288, -0.0921, -0.4552, -0.3881, -0.5049, 0.2310, 0.2092, 0.2204, 0.2214, 0.2048, 0.2147, 0.2363, 0.2249, 0.0309, -0.0362],
  "smiles": "O=C1C=CCCC1.[H][H]",
  "e_homo_ev": -9.4903,
  "homo_lumo_gap_ev": 10.09,
  "e_tot_ev": -8430.4459,
  "e_above_lowest_kcal_mol": 18.3
}

{
  "formula": "CH4Cl2Si",
  "method": "wB97M-V/def2-TZVPD",
  "elements": ["C", "Si", "Cl", "Cl", "H", "H", "H", "H"],
  "xyz": [[-0.958, -0.448, 0.341], [0.769, 0.445, -0.212], [0.778, 0.902, -2.258], [2.112, -0.990, 0.164], [-1.752, -0.081, -0.246], [-1.056, -1.504, 0.391], [-1.197, -0.018, 1.314], [1.304, 1.694, 0.508]],
  "nbo_charge": [-1.0284, 1.2150, -0.3823, -0.3711, 0.2329, 0.2478, 0.2331, -0.1470],
  "smiles": "C[SiH](Cl)Cl",
  "e_homo_ev": -10.8660,
  "homo_lumo_gap_ev": 11.67,
  "e_tot_ev": -34026.9249,
  "e_above_lowest_kcal_mol": 13.0
}

{
  "formula": "C8H12F4N2",
  "method": "wB97M-V/def2-TZVPD",
  "elements": ["C", "C", "C", "C", "C", "C", "C", "C", "N", "N", "F", "F", "F", "F", "H", "H", "H", "H", "H", "H", "H", "H", "H", "H", "H", "H"],
  "xyz": [[-1.511, -0.789, -0.859], [-1.090, 0.136, -1.704], [-0.641, -1.176, 0.334], [0.030, 1.088, -1.730], [0.111, 0.001, 0.903], [1.105, 0.690, -0.101], [-1.422, -1.782, 1.445], [1.038, -0.329, 2.090], [-0.349, 2.500, -1.718], [2.125, -0.114, -0.470], [-2.101, 0.507, -2.626], [1.035, 0.803, -2.627], [-0.770, 1.002, 1.415], [1.523, 1.857, 0.309], [-2.541, -1.103, -0.849], [0.164, -1.941, 0.011], [-2.059, -0.934, 1.843], [-0.813, -1.989, 2.317], [-1.853, -2.716, 1.242], [1.736, -1.049, 1.745], [0.501, -0.643, 2.914], [1.746, 0.552, 2.334], [0.416, 3.161, -2.057], [-1.117, 2.613, -2.324], [1.804, -0.751, -1.160], [2.933, 0.406, -0.676]],
  "nbo_charge": [-0.2074, 0.3295, -0.2995, 0.3570, 0.3287, 0.5497, -0.6170, -0.6456, -0.8346, -0.8653, -0.3764, -0.3709, -0.3779, -0.3203, 0.2404, 0.2251, 0.2293, 0.2175, 0.2212, 0.2275, 0.2126, 0.2279, 0.3871, 0.3735, 0.3934, 0.3945],
  "e_homo_ev": -8.4731,
  "homo_lumo_gap_ev": 9.26,
  "e_tot_ev": -22338.5754,
  "e_above_lowest_kcal_mol": 11.0
}

{
  "formula": "C4H4N4O3",
  "method": "wB97M-V/def2-TZVPD",
  "elements": ["C", "C", "C", "C", "N", "N", "N", "N", "O", "O", "O", "H", "H", "H", "H"],
  "xyz": [[1.847, -0.629, -0.401], [1.574, 1.431, 0.264], [3.018, -0.099, 0.000], [-0.386, 0.071, -0.447], [2.791, 1.200, 0.413], [-1.276, -1.884, 0.520], [0.863, 0.298, -0.155], [4.306, -0.739, 0.031], [4.354, -1.791, -0.612], [5.199, -0.218, 0.656], [-2.493, -1.651, 0.530], [1.469, -1.585, -0.736], [1.214, 2.503, 0.163], [-1.242, 0.658, -0.153], [-3.146, -2.265, 0.205]],
  "nbo_charge": [0.0214, 0.2119, 0.1302, 0.0301, -0.3916, -0.0022, -0.4548, 0.5181, -0.3840, -0.3285, -0.4671, 0.2613, 0.2204, 0.1638, 0.4710],
  "e_homo_ev": [-8.3144, -8.9342],
  "homo_lumo_gap_ev": [7.40, 7.75],
  "e_tot_ev": -16304.4818,
  "e_above_lowest_kcal_mol": 228.7
}

- Which formula does entry 4 have?
  CH4Cl2Si

What did the third record say?
{
  "formula": "C6H10O",
  "method": "wB97M-V/def2-TZVPD",
  "elements": ["O", "C", "C", "C", "C", "C", "C", "H", "H", "H", "H", "H", "H", "H", "H", "H", "H"],
  "xyz": [[-1.262, 0.366, -1.983], [-0.610, 0.234, -0.963], [-0.262, -1.106, -0.424], [0.380, -1.257, 0.740], [0.800, -0.099, 1.603], [-0.052, 1.140, 1.321], [-0.106, 1.433, -0.179], [-0.564, -1.960, -1.024], [0.613, -2.260, 1.096], [1.861, 0.117, 1.404], [0.743, -0.379, 2.661], [-1.071, 0.957, 1.685], [0.335, 2.006, 1.867], [-0.754, 2.282, -0.416], [0.901, 1.679, -0.552], [-0.806, -1.400, -3.404], [-0.145, -1.755, -3.433]],
  "nbo_charge": [-0.5404, 0.5521, -0.3288, -0.0921, -0.4552, -0.3881, -0.5049, 0.2310, 0.2092, 0.2204, 0.2214, 0.2048, 0.2147, 0.2363, 0.2249, 0.0309, -0.0362],
  "smiles": "O=C1C=CCCC1.[H][H]",
  "e_homo_ev": -9.4903,
  "homo_lumo_gap_ev": 10.09,
  "e_tot_ev": -8430.4459,
  "e_above_lowest_kcal_mol": 18.3
}